Entry 1:
19
Properties=species:S:1:pos:R:3:forces:R:3 method="wB97M-V/def2-TZVPD" e_homo_ev=-8.796 e_lumo_ev=0.69 smiles="CC(=O)Nc1nccn1C" gap_ev=9.49 de_lowest_ev=2.752 fmax_ev_per_a=6.14
C -3.07514 -0.72573 -0.01167 1.6 2.2 -4.7
C -1.73085 -0.18747 0.33043 1.5 -2.2 -1.2
O -1.54653 0.71382 1.06877 0.2 2.0 1.8
N -0.69400 -0.89867 -0.29269 -0.3 3.9 4.3
C 0.64748 -0.72328 -0.03712 -1.2 -1.0 -0.7
N 1.45256 -1.68255 0.17342 2.5 -2.8 1.0
C 2.70994 -1.12415 0.41632 2.3 -2.4 -0.6
C 2.61148 0.21804 0.28104 -1.7 -0.7 0.1
N 1.23800 0.42879 -0.00395 2.9 5.4 -0.4
C 0.76236 1.80966 -0.33702 -0.7 0.7 -0.8
H -3.20316 -1.73468 0.06356 -0.3 -2.6 0.2
H -3.65195 -0.15277 0.54511 -3.3 1.9 3.0
H -3.37898 -0.31922 -1.06770 0.8 -1.1 1.5
H -1.12468 -1.34948 -0.95932 -1.1 -3.8 -4.7
H 3.78852 -1.79691 0.51539 -3.7 2.1 -0.1
H 3.30457 1.00214 0.43788 0.3 0.6 -0.1
H 0.46628 2.27992 0.62364 -0.2 -0.3 -0.7
H -0.30748 1.66581 -1.02581 3.6 0.9 1.7
H 1.73160 2.57675 -0.72028 -3.1 -2.8 0.4



Entry 2:
59
Properties=species:S:1:pos:R:3:forces:R:3 method="wB97M-V/def2-TZVPD" s2=0.8406 e_homo_ev="-4.561 / -4.099" e_lumo_ev="2.28 / 2.28" multiplicity=2 charge=-1 gap_ev="6.84 / 6.38" de_lowest_ev=0.000 fmax_ev_per_a=0.88
V -0.63958 0.62322 -0.41392 0.1 0.2 -0.2
C 2.49111 3.89717 0.25102 0.1 -0.1 -0.1
S 1.59226 2.45279 0.80198 0.3 0.2 0.0
C 0.79369 3.23514 2.19690 0.0 0.0 0.0
O 0.48696 2.33768 -0.28878 -0.3 0.1 0.1
H 1.78323 4.67117 -0.04431 0.0 0.0 0.0
H 3.10772 3.59193 -0.59124 0.0 0.0 0.0
H 3.13186 4.21414 1.07152 0.0 -0.1 0.0
H 1.53791 3.26297 2.99275 0.1 0.0 0.0
H -0.02889 2.58695 2.48302 0.0 0.0 0.0
H 0.44492 4.23076 1.91931 0.0 0.0 0.0
C -4.96633 2.28295 -0.87546 0.0 0.0 0.0
N -3.64029 2.80900 -0.53117 0.0 0.0 0.0
C -3.46699 3.23881 0.85912 0.0 0.0 0.0
C -2.60615 2.21310 -1.09390 -0.1 -0.1 0.0
N -1.77121 1.74514 -1.76457 0.0 0.1 0.0
H -5.69236 3.08542 -0.74517 0.0 0.0 0.0
H -5.22170 1.43366 -0.23950 0.0 0.0 0.0
H -4.96811 1.97039 -1.91736 0.0 0.0 0.0
H -4.20991 4.00724 1.07127 0.0 0.0 0.0
H -2.47138 3.66092 0.97878 0.0 0.0 0.0
H -3.58732 2.38911 1.53276 0.0 0.0 0.0
Cl 4.47672 0.77643 -0.80423 0.0 0.0 0.3
C 3.62732 -0.48175 0.02616 -0.4 0.0 -0.6
Cl 4.19952 1.71234 2.55204 -0.2 0.3 0.1
Cl 4.53244 -1.87887 0.45112 0.0 -0.1 -0.1
C 2.32119 -0.43555 0.11268 0.3 0.1 0.6
N 1.11046 -0.34695 0.27953 0.2 -0.8 -0.2
S 0.26504 -0.04588 1.75480 -0.1 0.1 0.0
O -1.15172 -2.52543 -1.73435 -0.1 0.0 0.0
C -2.08926 -2.10293 -1.09382 0.0 -0.1 0.0
N -3.29982 -2.77150 -0.92919 -0.1 0.1 -0.1
C -4.11634 -2.10646 0.06713 0.0 0.0 0.0
C -3.30865 -0.78938 0.23071 0.0 0.0 0.2
O -3.71757 0.15398 0.89550 0.0 -0.1 0.0
N -2.15063 -0.88516 -0.43415 0.2 0.1 -0.1
C -5.50334 -1.73336 -0.42542 0.0 0.0 0.0
C -6.43439 -1.20680 0.46863 0.0 0.0 0.0
C -7.67057 -0.77001 0.02054 0.0 0.0 0.0
C -7.99536 -0.85013 -1.32835 0.0 0.0 0.0
C -7.07156 -1.36804 -2.22248 0.0 0.0 0.0
C -5.83053 -1.80426 -1.77365 0.0 0.0 0.0
C -4.11614 -2.89284 1.37340 0.0 0.0 0.0
C -3.09089 -2.72196 2.30044 0.0 0.0 0.0
C -3.03857 -3.51323 3.43853 0.0 0.0 0.0
C -4.00590 -4.48230 3.66463 0.0 0.0 0.0
C -5.02743 -4.66009 2.74307 0.0 0.0 0.0
C -5.08104 -3.86875 1.60433 0.0 0.0 0.0
H -3.28506 -3.77573 -1.00215 0.0 0.0 0.1
H -6.17690 -1.12929 1.51679 0.0 0.0 0.0
H -8.38309 -0.36204 0.72697 0.0 0.0 0.0
H -8.96251 -0.51032 -1.67754 0.0 0.0 0.0
H -7.31239 -1.43199 -3.27646 0.0 0.0 0.0
H -5.10123 -2.19519 -2.47049 0.0 0.0 0.0
H -2.32025 -1.97628 2.13645 0.0 0.0 0.0
H -2.23373 -3.36918 4.14788 0.0 0.0 0.0
H -3.96247 -5.09724 4.55479 0.0 0.0 0.0
H -5.78547 -5.41557 2.90920 0.0 0.0 0.0
H -5.88552 -4.00528 0.89118 0.0 0.0 0.0



Entry 3:
113
Properties=species:S:1:pos:R:3:forces:R:3 method="wB97M-V/def2-TZVPD" e_homo_ev=-7.323 e_lumo_ev=0.45 gap_ev=7.78 fmax_ev_per_a=7.65
C -5.53476 8.05385 0.70220 2.9 4.2 3.5
C -4.81781 8.91403 1.41389 -4.4 -5.4 -3.2
Si -4.17562 9.90766 2.94494 1.7 1.4 -0.9
C -4.02043 11.74630 2.31308 -0.4 0.1 -0.5
C -5.52209 12.37158 2.38682 0.7 -0.6 0.2
C -5.60554 13.92786 1.95495 0.0 -1.4 -0.2
S -7.28618 14.54712 2.57565 0.3 0.2 -1.1
O -2.62793 9.37989 3.52750 -2.0 -1.7 -1.7
Si -2.27799 7.72155 3.13676 0.2 0.5 1.0
C -3.69811 6.48405 3.48591 -1.3 -0.5 0.0
C -3.24701 5.10667 4.19614 -1.0 -0.1 -0.2
C -2.20283 4.20917 3.35345 0.2 -0.7 0.8
C -2.78876 2.76038 2.88486 1.8 0.3 -0.4
C -1.63827 1.63629 3.20451 -1.0 -0.6 -0.6
C -2.33608 0.16516 2.96783 0.3 0.7 0.1
C -1.89428 -0.51587 1.55439 -1.1 -0.4 0.8
C -1.53173 -2.10278 1.71855 0.3 1.1 -0.4
C -0.58609 -2.51416 0.46496 -0.3 -1.1 0.4
C -0.94023 -3.99182 -0.11524 0.2 -0.2 -0.3
C 0.35308 -4.80490 -0.65900 0.1 -0.5 0.0
C 0.03720 -5.65457 -2.00859 0.4 0.0 0.8
N 0.34097 -4.88012 -3.26709 0.2 1.9 -3.9
C 1.50568 -4.07305 -3.62864 -0.5 1.4 -3.1
C 1.40003 -3.44226 -5.07661 -3.5 -3.7 3.0
C 0.01379 -4.01765 -5.62422 2.1 -0.9 4.9
C -0.54601 -4.86381 -4.42877 1.6 2.1 -2.8
H -6.25492 7.34731 0.13035 1.9 1.7 1.2
H -5.12188 9.95270 4.05229 -0.1 -0.5 0.0
H -3.26212 12.32643 2.97716 -1.3 -0.9 -1.3
H -3.69463 11.70813 1.19710 -0.2 0.3 1.9
H -5.89338 12.17672 3.46973 0.4 0.7 -2.0
H -6.17158 11.71773 1.67889 0.8 1.3 1.3
H -5.58587 13.97067 0.80726 0.1 0.2 1.8
H -4.74962 14.53325 2.44313 -1.6 -0.9 -0.9
H -7.99155 14.87378 1.41300 1.1 -0.4 0.9
H -1.72860 7.59007 1.76566 -0.3 0.2 0.0
H -1.15574 7.32164 4.02362 -0.1 0.2 0.1
H -4.49605 6.97283 4.17994 1.3 -0.7 -1.2
H -4.23561 6.27511 2.47247 0.9 0.2 1.8
H -4.20977 4.45638 4.31865 1.6 1.2 -0.2
H -2.90915 5.34396 5.27944 -0.2 -0.5 -1.9
H -1.77761 4.70803 2.41028 -0.7 -0.4 1.6
H -1.31551 3.96934 4.06965 -1.4 0.6 -1.4
H -3.78962 2.48206 3.37266 1.6 0.5 -0.6
H -2.90155 2.78583 1.72675 -0.1 -0.2 2.0
H -0.73626 1.74028 2.47340 -1.6 0.0 1.2
H -1.19943 1.74623 4.26915 -1.0 -0.1 -1.6
H -3.48984 0.33606 2.99740 2.1 -0.5 0.0
H -2.06327 -0.49614 3.86672 -0.4 0.7 -1.5
H -1.02013 0.09349 1.10531 -1.4 -1.2 0.7
H -2.82286 -0.46123 0.84960 1.9 0.1 1.0
H -2.50054 -2.74168 1.75858 1.6 1.2 -0.1
H -0.98390 -2.23394 2.73755 -0.8 0.1 -1.9
H 0.50859 -2.51637 0.84325 -1.7 0.1 -0.8
H -0.70890 -1.77710 -0.40685 0.3 -0.9 1.4
H -1.68680 -3.90083 -1.00476 1.2 0.0 1.6
H -1.45613 -4.63113 0.69790 0.8 1.1 -1.3
H 0.74888 -5.57845 0.12734 -0.8 1.6 -1.4
H 1.22770 -4.08757 -0.88066 -1.4 -1.1 0.3
H -1.08150 -5.91249 -2.04925 1.7 0.4 0.0
H 0.64814 -6.64542 -1.96559 -1.0 1.8 -0.3
H 2.42448 -3.85616 -2.96179 -2.1 -0.8 -0.9
H 2.14529 -2.76778 -5.63093 -1.3 -1.3 1.3
H -0.44121 -3.83516 -6.66896 0.7 -0.5 2.2
H -1.56412 -5.39896 -4.54395 2.1 0.8 0.9
C 2.10687 -8.33835 0.13877 0.6 -0.3 -0.3
O 2.11242 -7.21972 0.62541 0.2 -0.3 -0.1
N 3.18706 -8.96679 -0.40960 -1.0 0.2 0.4
C 3.09923 -10.29946 -0.96885 0.2 0.2 0.0
C 4.46324 -8.27870 -0.43346 -0.1 0.4 0.4
H 1.18884 -8.94826 0.10545 0.0 -0.1 0.0
H 3.78647 -10.95688 -0.42956 -0.1 -0.1 -0.1
H 3.38160 -10.26053 -2.02417 0.0 -0.2 0.0
H 2.08485 -10.69438 -0.88374 0.1 0.1 0.0
H 4.75859 -8.03889 0.59210 0.1 0.0 -0.1
H 4.35575 -7.34855 -0.99407 0.2 -0.2 0.1
H 5.22684 -8.90189 -0.89964 -0.2 0.1 0.0
C 6.15319 -7.66216 -3.92249 0.5 0.3 0.2
O 5.23498 -7.69607 -3.12046 0.4 0.1 -0.3
N 7.42073 -7.23075 -3.65516 -1.0 -0.4 -0.4
C 8.46020 -7.22094 -4.66547 0.1 0.0 0.3
C 7.73747 -6.76773 -2.31863 -0.3 0.0 0.1
H 6.01975 -7.99154 -4.96613 0.1 0.0 0.0
H 9.28392 -7.85643 -4.33217 -0.1 0.3 -0.1
H 8.81681 -6.19564 -4.79631 0.1 -0.1 -0.2
H 8.08337 -7.59389 -5.62034 -0.1 0.1 0.1
H 7.55207 -7.57642 -1.60680 0.1 0.2 0.1
H 7.08729 -5.92502 -2.06885 0.1 -0.1 0.1
H 8.78159 -6.45694 -2.25750 -0.1 -0.1 -0.1
C 10.60132 -9.66147 -5.27833 0.5 -0.2 -0.4
O 11.04906 -9.01657 -4.34419 0.2 -0.3 -0.4
N 11.29704 -10.02321 -6.39640 -0.7 0.2 0.7
C 10.69119 -10.79196 -7.46439 0.2 0.1 0.0
C 12.68586 -9.62540 -6.51847 0.0 0.1 0.3
H 9.55667 -10.01389 -5.28654 0.0 0.0 -0.1
H 11.24436 -11.72677 -7.58701 -0.2 0.0 -0.2
H 10.74019 -10.21316 -8.39044 -0.1 -0.2 -0.1
H 9.64755 -11.02030 -7.23975 0.1 0.1 0.0
H 13.25142 -10.04017 -5.68009 0.1 0.1 -0.1
H 12.75004 -8.53492 -6.47910 0.2 -0.1 0.0
H 13.10678 -9.98444 -7.45900 -0.2 0.0 0.1
C -8.48400 10.10954 4.56734 -0.4 0.4 0.1
O -7.48131 10.53955 4.02394 -0.5 0.0 0.2
N -9.56504 10.85766 4.93754 0.6 -0.8 -0.1
C -10.72247 10.27101 5.58086 0.1 0.2 -0.1
C -9.55355 12.28427 4.67830 0.3 0.0 -0.2
H -8.59504 9.03972 4.80951 -0.1 0.0 0.0
H -11.60412 10.45379 4.96085 -0.1 -0.1 0.2
H -10.85968 10.73830 6.55960 -0.2 -0.1 0.0
H -10.59431 9.19490 5.71277 0.1 0.1 -0.1
H -9.44125 12.45156 3.60413 0.1 0.2 0.1
H -8.70117 12.73444 5.19363 -0.1 0.1 -0.1
H -10.47915 12.74531 5.02726 0.1 -0.2 0.0



Entry 4:
119
Properties=species:S:1:pos:R:3:forces:R:3 method="wB97M-V/def2-TZVPD" e_homo_ev=-5.023 e_lumo_ev=1.47 charge=-1 gap_ev=6.49 de_lowest_ev=0.943 fmax_ev_per_a=0.77
Bi -1.57453 -0.57376 0.42869 -0.7 -0.2 0.2
C 4.31387 4.32414 1.96098 0.0 0.0 0.0
C 4.52686 2.83546 2.26792 0.0 0.0 0.0
C 5.50928 2.27040 1.24208 0.0 0.0 0.0
C 5.15538 2.69194 3.66082 0.0 0.0 0.0
C 3.18225 2.11227 2.22774 0.0 0.0 0.0
C 2.88177 1.11864 1.31806 0.0 0.0 0.0
C 1.62686 0.51905 1.31732 -0.1 0.0 0.0
Se 1.24847 -0.84368 0.03256 0.5 -0.2 -0.1
C 1.07849 0.10625 -1.62741 -0.1 -0.1 0.0
C 2.14886 0.83487 -2.12497 0.0 0.0 0.0
C 2.01542 1.54969 -3.30053 0.0 0.0 0.0
C 0.76873 1.50141 -3.93212 0.0 0.0 0.0
C -0.31910 0.78126 -3.46781 0.0 0.0 0.0
C -0.16357 0.00863 -2.28103 0.0 0.1 -0.1
O -1.13405 -0.75028 -1.80876 0.2 0.0 0.1
C -1.67848 0.85771 -4.17143 0.0 0.0 0.1
C -1.63467 1.75117 -5.41206 0.0 0.0 0.0
C -2.72392 1.44555 -3.21012 0.0 0.0 0.0
C -2.12360 -0.53872 -4.62225 0.0 0.0 0.0
C 3.13859 2.39587 -3.89674 0.0 0.0 0.0
C 2.70975 3.87008 -3.91809 0.0 0.0 0.0
C 3.43522 1.93611 -5.33057 0.0 0.0 0.0
C 4.42794 2.28671 -3.08307 0.0 0.0 0.0
C 0.61865 0.82772 2.25305 0.0 0.0 0.1
O -0.52227 0.18163 2.29899 0.2 0.0 -0.2
C 0.92619 1.86311 3.18851 0.0 0.0 0.0
C 2.17386 2.45806 3.13550 0.0 0.0 0.0
C -0.12919 2.32654 4.19677 0.0 -0.1 -0.1
C -0.59505 1.15669 5.07746 0.0 0.0 0.0
C 0.39974 3.41526 5.13199 0.0 0.0 0.0
C -1.31938 2.91193 3.42241 0.0 0.0 0.0
H 5.26697 4.86070 1.97289 0.0 0.0 0.0
H 3.85733 4.44924 0.97725 0.0 0.0 0.0
H 3.65401 4.78823 2.69561 0.0 0.0 0.0
H 6.46163 2.80047 1.31520 0.0 0.0 0.0
H 5.69995 1.20901 1.41419 0.0 0.0 0.0
H 5.13872 2.39062 0.22208 0.0 0.0 0.0
H 6.13027 3.18657 3.69300 0.0 0.0 0.0
H 4.52621 3.13856 4.43161 0.0 0.0 0.0
H 5.29405 1.63838 3.91139 0.0 0.0 0.0
H 3.61348 0.78689 0.59466 0.0 0.0 0.0
H 3.07695 0.84330 -1.57150 0.0 0.0 0.0
H 0.64301 2.08539 -4.83413 0.0 0.0 0.0
H -1.36498 2.77934 -5.16190 0.0 0.0 0.0
H -0.93162 1.37863 -6.16148 0.0 0.0 0.0
H -2.62753 1.77091 -5.86670 0.0 0.0 0.0
H -2.42016 2.43869 -2.87401 0.0 0.0 0.0
H -3.68902 1.52817 -3.71820 0.0 0.0 0.0
H -2.85202 0.82252 -2.32904 0.0 0.0 0.0
H -1.40223 -0.96733 -5.32380 0.0 0.0 0.0
H -2.21149 -1.19193 -3.76044 0.0 -0.1 0.1
H -3.09550 -0.47679 -5.12070 0.0 0.0 0.0
H 1.81561 4.01244 -4.52685 0.0 0.0 0.0
H 2.48321 4.21552 -2.90782 0.0 0.0 0.0
H 3.50553 4.49709 -4.33032 0.0 0.0 0.0
H 2.56383 2.05253 -5.97610 0.0 0.0 0.0
H 4.25250 2.52342 -5.75846 0.0 0.0 0.0
H 3.72264 0.88280 -5.34349 0.0 0.0 0.0
H 4.28996 2.65878 -2.06571 0.0 0.0 0.0
H 4.78046 1.25461 -3.02603 0.0 0.0 0.0
H 5.21069 2.88609 -3.55357 0.0 0.0 0.0
H 2.39123 3.24238 3.84858 0.0 0.0 0.0
H 0.24806 0.74477 5.63887 0.0 0.0 0.0
H -1.34035 1.51291 5.79387 0.0 0.0 0.0
H -1.03260 0.36051 4.48240 0.0 0.0 0.0
H 1.25504 3.06873 5.71732 0.0 0.0 0.0
H 0.69106 4.31753 4.58941 0.0 0.0 0.0
H -0.39280 3.69237 5.83044 0.0 0.0 0.0
H -1.70194 2.19292 2.70446 0.0 0.0 0.0
H -2.12444 3.18524 4.11051 0.0 0.0 0.0
H -1.01116 3.80488 2.87300 0.0 0.0 0.0
F -1.30313 1.42526 -0.03813 -0.2 0.0 0.1
Cl -2.76343 -5.66556 -2.81402 -0.1 0.0 -0.1
C -3.07359 -3.89053 -2.82443 0.1 0.1 -0.1
Cl -3.66196 -3.26018 -1.31027 -0.1 0.0 0.1
H -3.81542 -3.71650 -3.59443 0.0 0.0 0.0
H -2.13228 -3.40651 -3.05530 0.1 0.0 0.0
O -2.31564 -4.51938 3.49244 -0.1 -0.2 0.0
C -2.52431 -3.38465 3.01767 0.5 0.0 -0.2
O -1.88013 -2.88045 2.04744 -0.3 0.2 0.1
H -3.30648 -2.74723 3.46399 -0.1 0.0 0.0
Br -8.17302 0.24835 0.44899 0.0 0.0 0.0
C -6.72234 1.43556 0.77352 0.0 0.0 0.0
C -7.00519 2.79253 0.69950 0.0 0.0 0.0
C -5.99637 3.72052 0.90301 0.0 0.0 0.0
C -4.70538 3.28368 1.16296 0.0 0.0 0.0
C -4.44262 1.92596 1.21006 0.0 0.0 0.0
C -5.43862 0.96970 1.02965 0.0 0.1 0.0
C -5.07470 -0.50861 1.13485 -0.2 -0.1 -0.1
O -5.76737 -1.22081 1.85196 0.1 0.0 0.0
O -4.06675 -0.86761 0.43562 0.3 0.3 0.0
H -8.01434 3.11336 0.47957 0.0 0.0 0.0
H -6.21970 4.77867 0.84725 0.0 0.0 0.0
H -3.89985 3.99088 1.31363 0.0 0.0 0.0
H -3.42835 1.59768 1.39059 0.0 0.0 0.0
C 0.08821 -7.08565 -0.32623 -0.1 0.0 0.0
N -0.80548 -6.65874 0.82853 0.0 0.0 0.0
C 0.04627 -6.45737 2.08597 0.0 0.0 0.1
N 1.12837 -5.57351 1.82944 0.0 0.0 -0.1
C 1.92333 -6.02940 0.69864 0.0 0.0 0.1
N 1.14901 -6.16355 -0.53243 -0.1 0.1 0.0
C 0.64103 -4.84411 -0.99088 -0.1 -0.1 0.0
P -0.48854 -3.93642 0.21980 0.5 0.0 -0.2
C -1.57088 -5.40665 0.50769 -0.2 0.1 0.1
C 0.66395 -4.18483 1.66308 0.0 0.0 0.1
H -0.55128 -7.15164 -1.20684 0.0 0.0 0.0
H 0.47885 -8.07151 -0.06301 0.0 0.0 0.0
H -1.48102 -7.39810 1.01692 0.0 0.0 0.0
H 0.40903 -7.44961 2.36511 0.0 0.0 0.0
H -0.62707 -6.04789 2.84234 0.0 0.0 0.0
H 2.36114 -7.00191 0.94302 0.0 0.0 0.0
H 2.72595 -5.31358 0.52733 0.0 0.0 0.0
H 0.10226 -4.99756 -1.92972 0.0 0.0 0.0
H 1.50145 -4.20952 -1.21576 0.0 0.0 0.0
H -2.17761 -5.60427 -0.37591 0.1 0.0 0.1
H -2.20706 -5.20463 1.36918 0.0 0.1 0.0
H 0.13936 -3.87541 2.56396 0.0 0.0 0.0
H 1.53879 -3.54509 1.53330 0.0 0.0 0.0